Molecular formula: C4H5N3
Method: DFT, the ωB97M-V functional and the def2-TZVPD basis

Structure (XYZ):
```
12
Properties=species:S:1:pos:R:3:lowdin_charge:R:1
C 2.227 -0.082 0.108 -0.168
C 1.634 -1.399 -0.206 0.009
C -0.457 0.209 -0.119 -0.285
C -1.888 0.469 0.131 -0.032
N 1.599 1.039 -0.106 -0.018
N 0.365 1.212 -0.108 0.024
N 0.254 -1.103 -0.337 0.039
H 3.139 0.002 0.544 0.046
H -2.178 -0.339 0.742 0.051
H -2.534 0.513 -0.832 0.122
H -1.896 1.402 0.787 0.112
H -0.266 -1.922 -0.604 0.100
```

Energy above the lowest of the compared OMol25 structures with the same formula, charge and spin in kJ/mol: 484.3
E in eV: -8694.7926
Maximum force in eV/A: 5.93
E_HOMO in eV: -8.2
E_LUMO in eV: -0.21